(1)
Molecular formula: C18H19N3O2Zr
Method: DFT, wB97M-V/def2-TZVPD

Properties
energy above the lowest of the compared OMol25 structures with the same formula, charge and spin: 0.0 kJ/mol
HOMO energy: -14.25 eV
E_tot: -1058.6473 a.u.
charge: +2
gap between HOMO and LUMO: 6.19 eV

```
43
Properties=species:S:1:pos:R:3:lowdin_charge:R:1
Zr -0.07363 -0.05721 0.07969 2.004
C 1.65321 2.77164 2.82624 0.019
C 0.72439 2.38340 1.73598 -0.363
O 0.93994 1.17967 1.20174 -0.245
C -0.26970 3.18062 1.24794 0.026
C -1.04578 2.90359 0.09114 -0.236
C -1.84006 3.99529 -0.53085 0.008
N -1.04346 1.70185 -0.49541 -0.132
N -1.71985 1.61536 -1.71495 0.106
C -1.29358 0.61222 -2.40749 -0.361
O -0.32471 -0.17241 -1.85224 -0.246
C -1.80665 0.26860 -3.72208 -0.170
C -1.19717 -0.73809 -4.47373 -0.015
C -1.68870 -1.04870 -5.72857 -0.048
C -2.78522 -0.36316 -6.23472 -0.036
C -3.39536 0.63940 -5.48726 -0.045
C -2.91072 0.95830 -4.23483 -0.012
H 2.64910 2.93527 2.40656 0.117
H 1.73832 1.96257 3.55251 0.103
H 1.32969 3.68215 3.32185 0.103
H -0.38416 4.15964 1.68727 0.134
H -1.76308 4.91551 0.03877 0.097
H -2.88444 3.69401 -0.62371 0.108
H -1.48500 4.15862 -1.55035 0.112
H -0.33817 -1.26532 -4.08136 0.115
H -1.21636 -1.82327 -6.31657 0.118
H -3.16612 -0.61017 -7.21646 0.120
H -4.24834 1.16962 -5.88729 0.118
H -3.37410 1.73600 -3.64370 0.116
C -4.62578 -3.06563 3.58930 -0.002
C -3.58119 -2.37398 2.78740 -0.196
C -2.58303 -1.59681 3.38628 0.029
C -1.63842 -0.97483 2.61153 -0.092
N -1.62222 -1.08500 1.26027 -0.145
C -2.58857 -1.83263 0.66851 -0.086
C -3.55906 -2.47456 1.38977 0.028
H -4.51386 -2.87911 4.65382 0.096
H -4.58247 -4.14242 3.41332 0.112
H -5.61838 -2.73756 3.27435 0.112
H -2.54963 -1.48008 4.46067 0.138
H -0.86218 -0.36560 3.06230 0.123
H -2.56297 -1.89844 -0.41443 0.128
H -4.30682 -3.05912 0.87078 0.143
```



(2)
Molecular formula: C18H19N3O4
Method: DFT, wB97M-V/def2-TZVPD

Properties
energy above the lowest of the compared OMol25 structures with the same formula, charge and spin: 394.8 kJ/mol
HOMO energy: -8.91 eV
SMILES string: Cc1cccc(C)c1NC(=O)CNC(=O)Cc1ccccc1[N+](=O)[O-]
E_tot: -1162.5101 a.u.
gap between HOMO and LUMO: 8.56 eV

```
44
Properties=species:S:1:pos:R:3:lowdin_charge:R:1
C -3.68733 -2.97427 -2.97114 -0.041
C -3.39340 -1.59405 -3.48066 -0.212
C -4.00584 -1.11251 -4.62647 -0.053
C -3.73585 0.16559 -5.08266 -0.079
C -2.83726 0.96543 -4.40429 -0.044
C -2.19267 0.51399 -3.25826 -0.195
C -1.19793 1.38303 -2.56004 -0.033
C -2.49585 -0.76826 -2.79799 -0.152
N -1.86810 -1.28384 -1.63434 0.133
C -1.90276 -0.72019 -0.41134 -0.452
O -2.47930 0.30872 -0.13003 0.075
C -1.14504 -1.51341 0.65841 -0.073
N -0.78694 -0.59975 1.71479 0.076
C 0.47103 -0.55021 2.19135 -0.509
O 1.29642 -1.41540 1.98366 0.077
C 0.74489 0.66217 3.09104 -0.047
C 2.21652 0.89724 3.22076 -0.137
C 2.79917 1.00280 4.47859 -0.021
C 4.16319 1.16756 4.63548 -0.062
C 4.99344 1.20962 3.52566 -0.064
C 4.44448 1.09333 2.26621 0.011
C 3.06841 0.94754 2.11131 -0.101
N 2.57968 0.85812 0.76198 -0.331
O 3.36857 0.54001 -0.10081 0.097
O 1.41572 1.13601 0.54363 0.078
H -4.50150 -3.42117 -3.53513 0.077
H -3.96855 -2.94406 -1.91900 0.083
H -2.81263 -3.61925 -3.07094 0.083
H -4.70431 -1.74096 -5.15938 0.107
H -4.22403 0.53438 -5.97235 0.102
H -2.61935 1.95795 -4.77016 0.109
H -0.88401 2.19869 -3.20600 0.080
H -0.32189 0.81321 -2.25492 0.086
H -1.64011 1.80247 -1.65667 0.079
H -1.46334 -2.20518 -1.72058 0.150
H -1.79909 -2.30761 1.04256 0.135
H -0.23067 -1.96603 0.26525 0.128
H -1.38089 0.22160 1.74171 0.135
H 0.25304 1.53597 2.66043 0.128
H 0.31376 0.46408 4.07479 0.128
H 2.16585 0.95138 5.35191 0.115
H 4.58129 1.25284 5.62707 0.107
H 6.05907 1.32820 3.64338 0.107
H 5.06243 1.11668 1.38135 0.120
```



(3)
Molecular formula: C18H19N3O6
Method: DFT, wB97M-V/def2-TZVPD

Properties
energy above the lowest of the compared OMol25 structures with the same formula, charge and spin: 1484.0 kJ/mol
HOMO energy: -8.64 eV
E_tot: -1312.5271 a.u.
gap between HOMO and LUMO: 8.37 eV

```
46
Properties=species:S:1:pos:R:3:lowdin_charge:R:1
C 4.67451 -0.00089 -2.00903 -0.085
C 4.92091 0.08446 -0.58493 -0.169
H 5.27858 -0.76903 -0.20233 0.088
H 5.50793 0.86393 -0.32681 0.097
O 3.55360 0.25602 -0.11132 -0.049
C 2.61924 -0.66167 0.33307 -0.416
O 2.84557 -1.85467 0.17767 0.067
C 1.42722 -0.07690 0.80857 -0.050
C 0.37544 -0.88812 1.19051 -0.218
N -0.61942 -0.46660 1.94710 0.182
C -0.79705 1.06955 2.49365 -0.513
O -1.78067 1.30106 3.05839 0.151
N 0.33937 1.47347 2.07431 0.116
H 0.25587 2.69988 2.53601 0.303
C 1.31517 1.37522 1.04877 -0.425
C 0.90641 2.07578 -0.00997 -0.054
H 0.80474 2.99649 0.10464 -0.001
H 0.06102 1.59987 -0.50631 0.101
H 1.91333 2.13908 -0.89224 0.214
H 2.24961 1.82969 1.66810 0.213
H -1.41939 -1.06652 2.18725 0.134
C 0.20170 -2.28237 1.10358 0.013
H 0.12858 -2.85220 1.90972 0.095
H 1.15506 -2.66968 0.60770 0.143
O -0.77186 -2.39340 -0.20677 0.067
C -1.86868 -2.87472 0.51787 -0.367
O -2.17920 -3.27586 1.69062 0.055
C -2.95923 -2.84098 -0.61672 -0.363
O -2.88110 -2.08323 -1.48452 0.068
C -2.75361 -0.76991 -1.17357 -0.088
C -2.32517 0.26410 -2.27900 0.017
C -2.28047 1.47555 -2.09408 -0.048
C -2.58629 2.03422 -0.69103 -0.106
C -3.12467 0.99252 0.23657 -0.011
C -3.21898 -0.29995 -0.00222 -0.037
H -3.52382 -0.68336 0.80183 0.069
H -3.36673 1.50430 1.05506 0.064
C -2.45827 3.38585 -0.15174 -0.204
N -2.30690 4.51949 -0.16490 0.154
H -2.00018 2.30958 -2.62782 0.099
H -1.96698 -0.32725 -3.02559 0.096
H -3.02386 -3.90135 -0.83763 0.140
H -4.09527 -2.98723 -0.10935 0.199
H 5.54349 -0.34871 -2.51171 0.065
H 3.83432 -0.74448 -2.42242 0.145
H 4.39610 0.86895 -2.50898 0.052
```



(4)
Molecular formula: C18H19N5O3S
Method: DFT, wB97M-V/def2-TZVPD

Properties
energy above the lowest of the compared OMol25 structures with the same formula, charge and spin: 151.0 kJ/mol
HOMO energy: -8.69 eV
SMILES string: Cc1cc(NC(=O)c2ccc(S(=O)(=O)N(C)C)cc2)n(-c2ccccn2)n1
E_tot: -1595.0069 a.u.
gap between HOMO and LUMO: 8.99 eV

```
46
Properties=species:S:1:pos:R:3:lowdin_charge:R:1
C 3.11079 -0.11073 -0.65285 -0.030
C 1.86412 -0.89956 -0.81913 -0.337
C 0.62060 -0.66484 -0.18871 0.045
C -0.21728 -1.64893 -0.66336 -0.188
N -1.53263 -1.97741 -0.44020 0.178
C -2.49163 -1.33574 0.28534 -0.428
O -3.59236 -1.82028 0.42440 0.104
C -2.10304 -0.01144 0.86984 -0.157
C -2.05752 1.11528 0.05304 -0.009
C -1.68580 2.33619 0.58719 -0.038
C -1.36348 2.41567 1.92867 -0.281
S -0.79904 3.99047 2.56551 0.670
O -0.50809 3.85866 3.96633 -0.284
O -1.70039 5.02226 2.15029 -0.281
N 0.62297 4.16350 1.66004 -0.340
C 1.64961 3.25944 2.12265 -0.109
C 1.05604 5.53890 1.53676 -0.104
C -1.43968 1.31386 2.75786 -0.040
C -1.82085 0.09219 2.22690 0.001
N 0.53595 -2.41394 -1.52610 -0.018
C 0.17109 -3.54534 -2.23937 -0.225
C 1.10724 -4.16602 -3.07103 0.005
C 0.71250 -5.29211 -3.76349 -0.057
C -0.58644 -5.76560 -3.61213 -0.065
C -1.43527 -5.07966 -2.76382 -0.120
N -1.07062 -3.99801 -2.09337 0.099
N 1.79759 -1.94409 -1.61140 0.121
H 2.94203 0.92284 -0.95073 0.078
H 3.42268 -0.11602 0.39029 0.080
H 3.89786 -0.53878 -1.26618 0.076
H 0.40544 0.11473 0.50912 0.092
H -1.80359 -2.85274 -0.91292 0.118
H -2.30271 1.02809 -0.99463 0.130
H -1.63400 3.22908 -0.01413 0.121
H 2.49253 3.29313 1.43306 0.092
H 1.99208 3.51393 3.13201 0.093
H 1.23771 2.25199 2.13696 0.074
H 1.75429 5.62024 0.70331 0.092
H 1.53706 5.90332 2.45143 0.095
H 0.17240 6.13903 1.33516 0.078
H -1.19465 1.43086 3.80193 0.117
H -1.88571 -0.78301 2.85508 0.129
H 2.09838 -3.75205 -3.14400 0.101
H 1.40713 -5.79975 -4.41594 0.109
H -0.92671 -6.64215 -4.13883 0.101
H -2.45659 -5.39547 -2.60085 0.114
```



(5)
Molecular formula: C18H20AsInN2O7S2
Method: DFT, wB97M-V/def2-TZVPD

Properties
HOMO energy: -8.53 eV
E_tot: -4556.5174 a.u.
gap between HOMO and LUMO: 8.34 eV

```
51
Properties=species:S:1:pos:R:3:lowdin_charge:R:1
In -0.90882 -0.54714 -1.95696 0.646
C 3.84983 -2.45529 1.81412 -0.072
C 3.87103 -1.15845 1.01360 -0.194
N 3.24281 -1.28114 -0.31300 -0.116
C 4.14299 -1.40289 -1.46300 -0.249
C 4.54820 -2.83905 -1.77434 -0.074
C 1.90425 -1.31793 -0.40990 -0.632
S 1.27032 -1.69212 -2.00388 0.788
N 1.25920 -1.18139 0.74595 0.112
C -0.05723 -1.20086 0.94033 -0.390
O -0.97687 -1.23539 0.08072 -0.077
C -0.49943 -1.17926 2.36682 -0.125
C -1.86363 -1.15941 2.64543 -0.011
C -2.30594 -1.14400 3.95859 -0.072
C -1.38706 -1.14490 5.00031 -0.083
C -0.02562 -1.16208 4.72598 -0.076
C 0.41807 -1.17789 3.41338 -0.020
H 4.33530 -2.30419 2.78042 0.078
H 4.37842 -3.25141 1.28826 0.064
H 2.82280 -2.77478 1.98850 0.062
H 4.89842 -0.84343 0.83891 0.114
H 3.36508 -0.36885 1.56295 0.111
H 5.02631 -0.80948 -1.23009 0.115
H 3.66350 -0.95341 -2.32665 0.078
H 5.09579 -3.28621 -0.94332 0.065
H 5.19379 -2.85377 -2.65403 0.079
H 3.66916 -3.45002 -1.98363 0.063
H -2.56067 -1.15785 1.81776 0.109
H -3.36758 -1.13216 4.17250 0.103
H -1.73202 -1.13164 6.02673 0.103
H 0.69076 -1.16186 5.53819 0.103
H 1.47565 -1.18846 3.18542 0.096
O -3.30135 0.52589 -0.42954 -0.362
As -4.07153 -0.12855 -1.90966 1.159
O -3.51249 1.26301 -2.97748 -0.291
O -2.78242 -1.16350 -2.34865 -0.578
C -3.40195 2.53640 -2.52480 -0.315
C -4.39591 3.16776 -1.78387 -0.039
C -4.22842 4.47014 -1.33634 -0.086
C -3.07072 5.16992 -1.64149 -0.087
C -2.08892 4.56155 -2.40912 -0.006
C -2.25306 3.26092 -2.84696 -0.255
S -0.02662 1.80695 -3.20820 0.863
O -1.31231 2.71043 -3.71060 -0.247
O -0.28958 0.48220 -3.86117 -0.475
O -0.33654 1.52509 -1.74087 -0.456
H -3.91707 0.91298 0.20133 0.038
H -5.30893 2.62498 -1.57138 0.108
H -5.01323 4.94116 -0.75828 0.102
H -2.93832 6.18767 -1.29924 0.101
H -1.18744 5.09175 -2.68971 0.123
```



Among the records above, which one has the lowest E_tot? C18H20AsInN2O7S2



What is the E_tot in the fourth record? -1595.0069 a.u.



HOMO energy of number 5 (C18H20AsInN2O7S2)? -8.53 eV



Number 2 is which compound? C18H19N3O4